No. 1
232
Properties=species:S:1:pos:R:3 method="wB97M-V/def2-TZVPD" lumo_ev=0.046 fmax_ev_per_a=9.2 orbital_gap_ha=0.107 charge=-1 homo_ev=-2.853 energy_ev=-142353.909
Be 0.79038 -3.74740 1.79952
Cl 1.03327 -0.88485 0.82087
O 1.16240 -0.51839 2.21678
O 0.63366 -2.29850 0.84204
O 0.13472 -0.07074 0.02332
O 2.29993 -0.77561 0.12731
S 6.11860 -4.29770 1.60577
O 0.62352 -4.93992 0.78775
O 5.56895 -4.65249 2.83269
O 7.30054 -4.67007 1.13287
O 5.57455 -3.09783 1.12407
C 6.06973 -1.26593 -3.16713
C 6.72633 -0.01490 -3.66822
C 5.68858 0.97125 -4.08391
O 4.84795 0.50859 -5.13151
C 3.82629 1.43018 -5.48196
N 7.62243 0.49185 -2.71515
H 6.82147 -2.12631 -3.07162
H 5.33790 -1.49020 -3.96214
H 5.61368 -1.13512 -2.20529
H 7.33431 -0.24690 -4.54287
H 6.20387 1.89268 -4.43917
H 5.10668 1.28543 -3.24176
H 3.01918 0.84263 -5.93914
H 4.20816 2.13294 -6.18924
H 3.34826 1.87496 -4.58157
H 7.93022 1.39690 -3.13293
H 7.17737 0.67866 -1.82950
C -2.98647 -4.02555 -1.80227
C -3.22734 -3.71120 -0.33950
C -3.49740 -5.12018 0.36077
O -4.39266 -6.04251 -0.36991
C -4.11801 -7.38425 -0.02227
N -2.06878 -3.02365 0.24938
H -1.95823 -4.48837 -2.02124
H -2.95129 -3.22367 -2.59073
H -3.60532 -4.90195 -2.09540
H -4.11950 -3.07260 -0.15733
H -4.10878 -4.89689 1.26198
H -2.44365 -5.44635 0.69382
H -3.23499 -7.77326 -0.52553
H -5.00771 -7.81129 -0.38850
H -4.14884 -7.71709 1.00759
H -1.18052 -3.25513 -0.19342
H -2.06405 -2.00704 0.22828
C -4.78382 -0.05714 -0.31218
C -4.28362 -0.40790 -1.81383
C -4.86924 0.58413 -2.73247
O -4.40550 0.32866 -4.06354
C -5.29520 0.79230 -4.98989
N -2.86715 -0.41054 -1.77426
H -5.88591 -0.01815 -0.23932
H -4.42881 0.96673 -0.12577
H -4.41261 -0.74847 0.46825
H -4.60996 -1.41002 -2.13618
H -4.56694 1.61863 -2.46320
H -5.97351 0.52672 -2.67318
H -5.14875 1.89144 -5.08454
H -6.36079 0.62491 -4.78409
H -4.98238 0.41390 -5.93616
H -2.49815 0.33299 -1.22473
H -2.38666 -0.57691 -2.65422
C 3.48650 -7.47174 -3.01137
C 4.51019 -7.03762 -1.96595
C 3.89384 -5.84438 -1.10513
O 3.11190 -5.03917 -2.09954
C 2.95011 -3.69673 -1.47181
N 4.89612 -8.20944 -1.16089
H 3.34415 -6.72538 -3.79083
H 2.54281 -7.85723 -2.66708
H 3.90958 -8.33501 -3.56304
H 5.36390 -6.61187 -2.49115
H 4.67777 -5.15488 -0.64010
H 3.26923 -6.33635 -0.39033
H 2.37764 -3.76579 -0.58925
H 2.41238 -3.02295 -2.13102
H 3.89645 -3.21547 -1.33513
H 4.04647 -8.60951 -0.83894
H 5.33302 -7.81997 -0.37131
C -1.57139 0.73582 7.77543
C -0.31389 1.54621 8.05750
C 0.64443 1.36598 6.97516
O 2.00307 2.00502 7.24850
C 2.79794 2.00286 6.13254
N -0.72021 2.92772 8.18672
H -1.92897 0.91785 6.71522
H -2.29632 1.09379 8.51570
H -1.45019 -0.32413 7.99017
H 0.18287 1.28030 8.99317
H 0.27064 1.74764 5.99206
H 0.86984 0.33475 6.88532
H 3.43306 2.81723 6.01798
H 2.22820 2.05054 5.19664
H 3.38151 1.05317 6.06378
H 0.10957 3.51970 8.23369
H -1.10987 3.21059 7.23463
C 5.70031 -0.38378 2.55446
C 5.57946 0.08991 1.05085
C 5.99132 1.58283 1.01182
O 5.81326 2.00469 -0.34189
C 6.25464 3.28740 -0.56263
N 6.53331 -0.52580 0.13383
H 5.61608 -1.52978 2.56959
H 4.93034 0.08117 3.21517
H 6.68871 -0.13669 3.00925
H 4.50600 -0.12391 0.66896
H 7.05065 1.61431 1.23827
H 5.34000 2.17740 1.69879
H 5.73790 4.01344 0.10305
H 5.91272 3.62511 -1.52165
H 7.31990 3.47131 -0.62844
H 7.52528 -0.34114 0.43898
H 6.44268 -1.56161 0.01417
C -0.87909 2.38699 2.70928
C -1.66911 1.16567 3.19705
C -2.98196 1.47616 3.95236
O -2.83817 2.47848 4.92580
C -3.95727 2.55820 5.80922
N -2.14410 0.32763 2.07601
H 0.00066 2.12824 2.13469
H -0.52215 2.87968 3.61844
H -1.51449 3.09609 2.19735
H -1.07282 0.52594 3.85836
H -3.23588 0.53701 4.44043
H -3.84822 1.75657 3.25295
H -3.61440 3.31740 6.53925
H -4.16244 1.61550 6.36897
H -4.84444 2.93088 5.26009
H -2.50272 0.94381 1.36947
H -1.33718 -0.10152 1.67347
C 3.69922 -3.60908 -5.76922
C 2.49515 -2.85876 -6.27670
C 1.66123 -2.41930 -5.11287
O 0.69046 -1.31433 -5.45962
C -0.03186 -0.95293 -4.35671
N 2.97062 -1.69923 -6.96825
H 3.45037 -4.42625 -5.11085
H 4.18567 -2.77814 -5.22028
H 4.28256 -4.11188 -6.52652
H 1.88332 -3.37506 -7.04053
H 2.26711 -2.05237 -4.27497
H 1.08821 -3.29583 -4.70647
H -0.68396 -1.75002 -3.94808
H -0.57268 0.01347 -4.55877
H 0.62999 -0.71493 -3.48934
H 2.20645 -1.05964 -7.15954
H 3.59953 -1.21733 -6.30667
C -6.04706 4.15864 -0.01088
C -5.13674 4.41334 1.11801
C -3.67768 4.60129 0.58297
O -3.20559 3.27476 0.20363
C -2.39646 3.28378 -0.92856
N -5.61115 5.57118 1.87183
H -6.04151 4.93868 -0.78335
H -7.09968 4.00841 0.29081
H -5.69569 3.23802 -0.51734
H -5.02304 3.56943 1.84831
H -3.02380 5.05812 1.30245
H -3.63692 5.28655 -0.26919
H -2.78234 3.97376 -1.69570
H -2.45584 2.32019 -1.41377
H -1.37292 3.51798 -0.66044
H -6.16164 6.15987 1.31676
H -4.90763 6.07948 2.35456
C -1.30698 -3.04626 5.15022
C -0.21417 -2.91365 4.02104
C 1.20747 -3.31617 4.28602
O 1.88388 -3.50168 2.94093
C 3.19893 -2.76873 2.86686
N -0.62791 -3.90371 2.94193
H -2.11658 -2.35271 4.90966
H -0.85971 -2.95254 6.18421
H -1.81275 -4.08614 5.12950
H -0.23751 -1.96303 3.49389
H 1.14288 -4.31713 4.74031
H 1.76063 -2.65859 4.94520
H 3.26780 -2.36588 1.87451
H 3.93831 -3.51361 3.12809
H 3.18893 -2.07684 3.67786
H -0.85752 -4.80300 3.28671
H -1.49185 -3.66689 2.43167
C -8.49093 0.64865 -1.76858
C -9.69125 0.42413 -0.92581
C -9.42724 0.33868 0.55568
O -8.28730 -0.46533 0.77712
C -7.85902 -0.36418 2.11112
N -10.71027 1.40161 -1.08459
H -7.76505 -0.16994 -1.60700
H -8.05501 1.52611 -1.34249
H -8.64148 0.81707 -2.82984
H -10.08167 -0.56352 -1.14757
H -10.25664 -0.07810 1.09371
H -9.22795 1.33934 1.00072
H -6.95817 -0.94026 2.22129
H -8.52920 -0.76897 2.84307
H -7.68392 0.65912 2.37496
H -10.26034 2.25521 -0.95896
H -11.22157 1.37791 -1.98619
C -0.81191 3.06521 -3.88918
C 0.60404 2.57050 -3.61914
C 1.60417 3.76587 -3.85504
O 1.57015 3.99362 -5.22068
C 2.48734 5.00480 -5.67387
N 0.69098 2.15237 -2.19552
H -0.78275 3.49387 -4.89802
H -1.12173 3.82470 -3.16777
H -1.46788 2.16493 -3.89619
H 0.90708 1.78178 -4.29157
H 2.62991 3.45158 -3.51163
H 1.21975 4.61692 -3.25951
H 2.41337 5.02503 -6.79933
H 3.54940 4.83950 -5.39242
H 2.22766 5.95144 -5.21005
H 1.56021 1.66984 -1.96963
H -0.02253 1.45565 -2.03162
C 1.55332 5.90152 0.08512
C 2.70337 5.02963 0.35427
C 2.66297 4.49856 1.77169
O 2.55723 5.58851 2.69027
C 2.29198 5.12945 3.98439
N 2.71847 3.92489 -0.66365
H 0.62749 5.36096 0.35631
H 1.52750 6.13583 -1.01200
H 1.45311 6.84207 0.59930
H 3.61628 5.63206 0.25390
H 3.54432 3.87500 1.98021
H 1.77194 3.82291 1.82669
H 1.94802 5.95194 4.60919
H 3.11698 4.63530 4.47524
H 1.49296 4.31574 3.87075
H 1.78296 3.59651 -0.84539
H 3.28977 3.14601 -0.42853


No. 2
26
Properties=species:S:1:pos:R:3 method="wB97M-V/def2-TZVPD" lumo_ev="-4.433 / -3.917" fmax_ev_per_a=3.5 orbital_gap_ha="0.256 / 0.311" charge=+1 homo_ev="-11.401 / -12.374" energy_ev=-19775.357
C 4.41629 1.36414 -0.62252
C -2.01778 -0.41226 0.65412
C -0.36810 1.24823 0.15072
C -1.26264 -1.52263 -0.10142
C 0.59933 0.22295 -0.27472
C -2.74974 1.83775 0.03265
C 1.08797 -2.32095 -0.19867
N -1.68096 0.77558 -0.06673
N 0.16598 -1.24866 0.29772
P 3.82394 0.32243 0.49527
H 5.51018 1.34912 -0.46200
H 3.99949 2.03842 -1.36794
H -3.04565 -0.63426 0.66128
H -1.53958 -0.36700 1.63034
H -0.25861 1.61770 1.24430
H -0.16132 2.25739 -0.32408
H -1.63565 -2.51204 0.13796
H -1.44913 -1.35081 -1.14846
H 1.05168 0.12284 -1.29558
H -3.64866 1.51372 -0.39882
H -2.93494 2.00445 1.12565
H -2.29245 2.74209 -0.42976
H 1.03052 -3.26137 0.43993
H 0.92380 -2.58922 -1.28365
H 2.16633 -1.92557 -0.29004
H 0.26968 -1.27203 1.39445


No. 3
137
Properties=species:S:1:pos:R:3 method="wB97M-V/def2-TZVPD" lumo_ev=-0.011 fmax_ev_per_a=8.4 orbital_gap_ha=0.326 charge=0 homo_ev=-8.883 energy_ev=-659730.880
C 3.42760 1.98385 2.79557
C 1.95674 1.57122 2.55887
C 1.48778 1.79465 1.08512
N 0.72021 0.62285 0.70843
C 0.14176 0.60026 -0.62823
O 0.54387 1.77500 -1.29143
N 0.84128 -0.54349 -1.35396
F 2.05119 -0.77244 -0.68101
C 1.14008 -0.30791 -2.74244
C 1.39712 -1.65676 -3.50188
N 0.10124 -2.30139 -3.77443
N 2.04976 -1.38459 -4.78776
N 2.21854 -2.59768 -2.77414
C -1.38884 0.31472 -0.62442
C -2.04744 0.64629 -2.01104
O -3.31448 1.22789 -1.90001
C -3.81174 1.48711 -3.19482
C -4.87396 2.57729 -3.16729
O -2.12654 0.82208 0.46707
C -2.01163 2.18186 0.78953
C -3.32537 2.99403 0.58681
C -4.58947 2.17066 0.72723
O -5.65085 2.81988 -0.02058
C -6.78937 2.16620 0.03127
C -7.91719 2.77881 -0.76937
O -6.97469 1.18311 0.63232
C -1.63625 2.34456 2.29916
P -2.80614 1.61097 3.47378
O -3.54098 0.45417 3.02720
O -1.91712 1.14338 4.76905
O -3.81191 2.72569 4.05530
C -1.55872 -1.24543 -0.51905
Br -3.49576 -1.65458 -0.40089
C -0.86154 -1.90149 0.67247
C -1.44947 -1.68577 2.05350
Br -0.94636 -3.86717 0.35192
H 3.84038 2.57218 1.98559
H 4.04758 1.10508 2.94710
H 3.48846 2.53202 3.73018
H 1.84168 0.52304 2.82360
H 1.33470 2.13944 3.25053
H 2.40334 1.89418 0.52472
H 0.92022 2.72705 1.10498
H 0.03954 0.36040 1.40313
H -0.19018 2.35510 -1.51096
H 0.34778 0.17182 -3.29702
H 2.08140 0.26219 -2.80669
H -0.14765 -2.98158 -3.06409
H -0.65860 -1.63425 -3.79673
H 1.33217 -1.50275 -5.49203
H 2.66953 -2.17398 -4.92580
H 3.04358 -2.16174 -2.39146
H 1.65573 -2.94650 -2.00776
H -1.42726 1.30864 -2.62983
H -2.16549 -0.27406 -2.58976
H -3.01065 1.87124 -3.84936
H -4.17548 0.57531 -3.67360
H -4.60409 3.28568 -2.39627
H -5.85663 2.15255 -3.00908
H -4.86812 3.10825 -4.11099
H -1.24415 2.75202 0.27250
H -3.37131 3.84565 1.25814
H -3.29623 3.36461 -0.43391
H -4.50007 1.16368 0.34860
H -4.93419 2.11278 1.75010
H -8.83354 2.67150 -0.21390
H -8.00139 2.27952 -1.72754
H -7.66830 3.82430 -0.93358
H -0.63350 1.99868 2.52582
H -1.64632 3.41968 2.47292
H -1.05572 1.58130 4.73842
H -4.01780 2.40711 4.94799
H -1.25604 -1.72251 -1.42936
H 0.20218 -1.71399 0.71494
H -1.37604 -0.63923 2.32071
H -2.43767 -2.09151 2.19728
H -0.79539 -2.20648 2.75406
C 1.45733 -5.62772 -3.59438
Cl 2.92957 -4.97410 -4.31597
Cl 1.27483 -5.07176 -1.92668
Cl 0.04540 -5.17176 -4.54941
H 1.53051 -6.70728 -3.58967
C -7.14724 0.96565 6.43505
Cl -7.16597 0.57486 8.15790
Cl -7.46480 2.68477 6.18680
Cl -5.61432 0.50647 5.69210
H -7.93492 0.40184 5.95412
C -4.21102 2.62085 -7.54372
Cl -4.21665 0.91135 -7.97523
Cl -5.79694 3.11773 -6.95002
Cl -2.95698 2.95456 -6.34339
H -3.98817 3.19510 -8.43264
C -10.33253 4.72799 -3.75744
Cl -10.62478 4.28016 -2.07621
Cl -10.45399 6.47496 -3.96962
Cl -8.75324 4.14378 -4.29212
H -11.09107 4.25923 -4.36935
C 6.28919 1.09269 2.32320
Cl 5.41810 -0.43908 2.20540
Cl 6.44407 1.83645 0.73099
Cl 5.47527 2.18369 3.44775
H 7.28123 0.89240 2.70224
C 6.66522 -2.65869 -1.78773
Cl 6.63622 -2.84521 -3.54514
Cl 5.34648 -1.62510 -1.24154
Cl 6.55791 -4.22166 -0.99493
H 7.60115 -2.19204 -1.51044
C 5.06902 -7.82668 -0.89728
Cl 4.74925 -9.52071 -1.28200
Cl 6.80132 -7.52939 -0.71455
Cl 4.40690 -6.75344 -2.13097
H 4.58936 -7.59534 0.04437
C 5.49208 0.93829 -3.91930
Cl 5.21790 1.48831 -5.57125
Cl 6.67899 1.96808 -3.10669
Cl 3.97422 0.89491 -3.01621
H 5.88783 -0.06863 -3.95725
C 8.07869 -1.34217 4.83639
Cl 8.70112 -2.74679 5.70094
Cl 8.78004 0.14738 5.47338
Cl 8.39629 -1.48401 3.10622
H 7.00619 -1.30096 4.98161
C 10.71593 -2.82165 -0.31549
Cl 11.05125 -2.36584 1.35121
Cl 9.68222 -4.24998 -0.35613
Cl 9.94072 -1.47448 -1.15955
H 11.64630 -3.04510 -0.81987
C -2.13636 0.65960 8.21036
Cl -3.76402 1.33529 8.25456
Cl -0.92581 1.91679 8.49345
Cl -1.96819 -0.64366 9.38804
H -1.97062 0.24919 7.22225
C 2.59144 -2.73296 2.88598
Cl 1.64758 -4.21010 2.68975
Cl 2.40162 -1.68553 1.48156
Cl 2.11597 -1.88067 4.36077
H 3.63516 -3.00417 2.97246